Molecular formula: C7H10N3S
Method: DFT, the ωB97M-V functional and the def2-TZVPD basis

CARTESIAN COORDINATES (ANGSTROEM)
C: -0.057 -0.420 1.989
C: -2.220 0.806 -1.227
C: 0.253 1.243 -0.886
C: 0.825 -0.274 2.955
C: -0.273 -2.919 -0.122
C: -0.524 -1.621 0.074
C: 0.985 2.352 -1.493
N: 0.774 0.568 0.049
N: -1.015 1.057 -1.576
N: 0.448 -0.688 0.625
S: -3.519 0.446 -0.472
H: 1.837 -0.357 2.898
H: 0.619 -0.075 4.052
H: -1.042 -3.561 -0.439
H: 0.689 -3.263 -0.112
H: -1.385 -1.088 0.124
H: 0.391 3.134 -1.433
H: 1.109 2.116 -2.473
H: 1.856 2.490 -0.782
H: -1.028 1.213 -2.535
H: 1.276 -1.158 0.784

Atomic forces in eV per Å
-2.9394 1.0754 1.7682
-1.3393 -0.9006 2.9009
0.1896 -1.7057 1.9368
-1.6168 0.2466 1.8061
-1.4275 3.1299 -0.3239
1.8734 -1.5241 -0.3469
2.5809 -2.1035 4.0506
0.5454 -0.4683 -1.4893
-1.9844 -1.0079 0.7009
-0.8973 0.9693 -0.0789
1.8655 0.7159 -1.3546
3.2726 -0.2899 -0.8684
-0.6893 -0.2486 -1.6268
-0.8765 -0.7094 -0.1773
2.3486 -1.0412 0.3261
-2.8869 0.4942 -0.1363
-2.6202 4.2196 0.1518
1.3095 -0.5154 -2.9060
-0.5256 0.0057 -1.6595
0.8278 0.6463 -2.4935
2.9900 -0.9883 -0.1802

## Properties
* total charge: +1
* energy relative to the best compared isomer or geometry (same formula, charge and spin): 200.9 kcal per mole
* E_HOMO (spin up / spin down): -10.53 / -10.53 eV
* orbital gap (spin up / spin down): 4.15 / 4.15 eV
* lowest unoccupied orbital energy (spin up / spin down): -6.384 / -6.385 eV
* 2S+1: 1

Atomic partial charges in e from the Mulliken method, atoms 1 to 8:
1. C -0.37
2. C 0.63
3. C 0.55
4. C -0.68
5. C -0.98
6. C -0.01
7. C -1.38
8. N -0.62

Molecular formula: C7H10NO
Method: DFT, the ωB97M-V functional and the def2-TZVPD basis

CARTESIAN COORDINATES (ANGSTROEM)
N: -2.217 0.738 -0.643
C: -0.742 0.529 -0.423
C: -0.017 0.912 0.761
C: 1.336 1.263 0.621
C: 2.202 0.476 -0.032
C: 1.922 -0.871 -0.413
C: 0.718 -1.528 -0.331
C: -0.396 -0.831 0.259
O: -1.449 -1.429 0.931
H: -2.543 1.614 -0.355
H: -2.831 0.013 -0.122
H: -2.381 0.776 -1.633
H: 0.020 0.590 -1.206
H: -0.480 1.330 1.712
H: 1.794 1.992 1.294
H: 3.183 0.806 0.094
H: 2.686 -1.455 -0.864
H: 0.798 -2.565 -0.340
H: -1.604 -2.360 0.691

Atomic forces in eV per Å
0.5684 -1.7513 0.5802
0.3656 -3.0207 0.3581
-1.3090 0.7652 2.9648
0.4798 0.0878 1.2026
-0.5987 -1.0755 -0.0288
-0.8440 0.3913 -1.3505
0.6618 2.4816 2.1365
-0.6014 1.5485 -1.4488
-0.2730 0.2734 -0.1247
-0.3749 2.0179 1.0866
1.4536 0.7849 -1.0325
-0.3554 -0.7188 -0.8290
-1.4074 0.5737 -1.1328
0.0211 -0.8627 -1.4424
-0.4999 0.0476 -0.2324
1.7587 0.0732 -0.5439
0.9023 -0.2521 -0.0485
-0.4279 -1.7629 -0.1389
0.4802 0.3988 0.0244

## Properties
* total charge: +1
* energy relative to the best compared isomer or geometry (same formula, charge and spin): 58.3 kcal per mole
* E_HOMO: -12.63 eV
* orbital gap: 8.98 eV
* lowest unoccupied orbital energy: -3.657 eV
* SMILES: [NH3+][C@H]1[C@@H]2C=CC=C[C@]12O
* 2S+1: 1

Atomic partial charges in e from the Mulliken method, atoms 1 to 8:
1. N -0.17
2. C -0.30
3. C -0.49
4. C -0.30
5. C -0.79
6. C -0.29
7. C -0.72
8. C 0.80

Molecular formula: C7H10NO
Method: DFT, the ωB97M-V functional and the def2-TZVPD basis

CARTESIAN COORDINATES (ANGSTROEM)
C: 1.305 -1.064 0.967
C: 0.095 -0.623 1.414
C: -1.376 -0.844 -0.800
C: -2.219 -0.044 0.170
C: 2.499 -0.357 -1.053
C: -0.096 1.305 -0.113
C: -0.667 0.043 0.264
N: 1.885 -0.751 -0.055
O: 0.395 2.034 0.822
H: -0.521 -1.490 1.689
H: 0.189 0.123 2.190
H: -1.177 -1.957 -0.923
H: -1.319 -0.602 -1.822
H: -2.933 0.646 -0.186
H: -2.403 -0.605 1.083
H: 2.534 -0.844 -2.095
H: 3.261 0.477 -0.869
H: -0.229 1.655 -1.192
H: 0.777 2.898 0.508

Atomic forces in eV per Å
5.0601 -1.6045 -1.7111
-4.7863 0.8250 0.3047
0.5504 -0.7307 0.9235
1.4747 -2.9768 0.1227
3.1289 1.9828 -3.4576
-1.5899 -0.4135 -1.6738
0.6302 0.7232 -1.4789
-2.1460 -1.2022 2.5669
0.8433 0.9494 -0.8171
0.1133 0.3265 0.6878
0.0736 -0.3343 0.8114
-0.4457 1.2328 1.6780
-0.1596 1.5364 -1.0867
-0.2297 1.0279 -0.1159
-0.9969 0.2370 -0.1696
-0.3972 0.4939 2.0115
-1.1201 -1.1716 -0.4428
0.4797 -0.0373 1.5536
-0.4828 -0.8640 0.2931

## Properties
* total charge: +1
* energy relative to the best compared isomer or geometry (same formula, charge and spin): 116.5 kcal per mole
* E_HOMO (spin up / spin down): -11.82 / -11.82 eV
* orbital gap (spin up / spin down): 6.55 / 6.56 eV
* lowest unoccupied orbital energy (spin up / spin down): -5.264 / -5.263 eV
* 2S+1: 1

Atomic partial charges in e from the Mulliken method, atoms 1 to 8:
1. C -0.27
2. C -0.55
3. C -0.64
4. C -0.60
5. C -0.44
6. C -0.27
7. C 0.73
8. N 0.06

Molecular formula: C7H10NOS
Method: DFT, the ωB97M-V functional and the def2-TZVPD basis

CARTESIAN COORDINATES (ANGSTROEM)
C: 0.212 1.109 0.401
C: -0.948 1.882 -0.048
C: 0.111 -0.223 0.018
C: -1.849 1.118 -0.829
C: 2.421 -1.021 0.816
C: 1.019 -1.256 0.289
C: -3.063 1.781 -1.398
N: 0.696 -2.445 0.105
O: 2.861 -2.303 1.117
S: -1.447 -0.531 -0.891
H: 1.039 1.684 1.030
H: -1.185 2.928 0.119
H: 3.066 -0.595 0.068
H: 2.434 -0.318 1.756
H: -2.776 2.786 -1.597
H: -3.534 1.372 -2.261
H: -3.778 1.864 -0.611
H: 3.525 -2.188 1.891
H: -0.192 -2.571 -0.312
H: 1.392 -3.074 0.338

Atomic forces in eV per Å
-0.7944 2.4442 0.3232
0.5179 -2.2156 -0.6474
-1.1368 1.2416 -0.4329
1.0207 1.1892 1.2768
-0.7548 1.0713 1.7534
0.8986 3.9152 0.6701
0.5494 -0.2908 0.5547
-1.4198 -0.7198 -0.8355
2.8259 -0.0842 2.9145
1.5912 0.6058 0.5748
-1.6946 -1.8252 -1.4827
0.5159 -0.1312 0.1179
0.0096 0.5667 -0.5748
-0.3142 -1.1970 -1.7956
0.1905 0.8718 -0.4504
-0.0819 -0.6179 -0.5918
-0.8126 -0.1343 0.5860
-1.5680 -0.8378 -2.0390
-0.7414 -1.3162 -0.2562
1.1989 -2.5358 0.3351

## Properties
* total charge: +1
* energy relative to the best compared isomer or geometry (same formula, charge and spin): 0.0 kcal per mole
* E_HOMO: -12.89 eV
* orbital gap: 8.35 eV
* lowest unoccupied orbital energy: -4.535 eV
* 2S+1: 1

Atomic partial charges in e from the Mulliken method, atoms 1 to 8:
1. C -0.55
2. C -0.58
3. C -0.28
4. C 0.67
5. C -0.40
6. C 1.18
7. C -1.23
8. N -0.17

Molecular formula: C7H10NOS
Method: DFT, the ωB97M-V functional and the def2-TZVPD basis

CARTESIAN COORDINATES (ANGSTROEM)
C: -0.027 -1.350 -1.906
C: -1.251 -1.245 -2.484
C: 0.002 -0.404 -0.791
C: -1.185 0.153 -0.431
C: -1.406 1.124 0.608
C: 1.202 0.046 -0.013
C: -0.238 1.041 1.605
N: 1.859 -0.956 0.807
O: 0.361 2.179 2.024
S: -2.418 -0.468 -1.541
H: 0.887 -1.881 -2.095
H: -1.542 -1.660 -3.534
H: -1.663 2.135 0.288
H: -2.229 0.641 1.151
H: 1.820 0.860 -0.439
H: -0.313 0.327 2.366
H: 1.180 -1.704 0.765
H: 1.986 -0.481 1.764
H: 2.901 -1.197 0.577
H: 0.075 2.839 1.280

Atomic forces in eV per Å
-0.2129 2.2627 1.4493
-0.0654 -2.3894 -2.7881
1.3692 -0.6062 0.6709
-0.3399 -1.8036 -3.1491
-0.0041 -0.8266 2.4919
-2.7136 2.6454 0.5028
1.5221 1.4321 -3.4525
3.2061 1.5234 1.4969
-1.6994 1.0100 -2.3727
0.2781 1.4471 0.5072
-0.1304 -0.2104 -1.0240
0.3648 0.5065 2.3778
0.0940 -0.0069 0.0369
-0.5021 0.9502 0.2491
-0.0412 -0.8775 0.4290
0.1619 -1.2863 1.0198
0.4268 -0.9547 0.7590
-0.5277 -1.5636 -1.2755
-2.3945 -0.1724 -0.1307
1.2083 -1.0796 2.2020

## Properties
* total charge: +1
* energy relative to the best compared isomer or geometry (same formula, charge and spin): 68.5 kcal per mole
* E_HOMO (spin up / spin down): -12.01 / -12.02 eV
* orbital gap (spin up / spin down): 8.50 / 8.51 eV
* lowest unoccupied orbital energy (spin up / spin down): -3.510 / -3.510 eV
* 2S+1: 1

Atomic partial charges in e from the Mulliken method, atoms 1 to 8:
1. C -0.95
2. C -0.21
3. C 0.12
4. C 0.50
5. C -0.55
6. C -0.81
7. C -0.29
8. N -0.22

Molecular formula: C7H10NS
Method: DFT, the ωB97M-V functional and the def2-TZVPD basis

CARTESIAN COORDINATES (ANGSTROEM)
C: 0.181 0.517 1.351
C: -1.155 1.038 1.306
C: 1.072 0.824 -1.047
C: 1.135 0.497 0.386
C: -2.053 0.455 2.276
C: 0.244 -1.440 -1.772
C: 1.438 -0.545 -1.909
N: 1.020 1.720 -1.811
S: -1.444 2.356 0.367
H: 0.384 0.162 2.415
H: 2.146 0.051 0.635
H: -1.529 0.095 3.120
H: -2.716 -0.319 1.884
H: -2.849 1.040 2.602
H: -0.201 -1.282 -0.725
H: 0.698 -2.435 -2.038
H: -0.529 -1.163 -2.604
H: 1.807 -0.523 -2.893
H: 2.351 -1.047 -1.543

Atomic forces in eV per Å
2.0375 -0.3594 0.0644
-0.4781 2.0224 -1.5098
0.7231 -1.3653 1.8087
0.7360 -1.0916 2.3245
-1.2530 -1.1330 -0.2890
-1.6751 0.8192 -0.8421
0.6673 -1.3593 0.0884
-0.4430 0.6121 -1.2792
0.0271 -0.7799 0.2343
0.5533 0.2509 -1.7374
-1.3092 0.5870 -0.3407
0.4780 -0.6388 0.8975
0.6810 -0.7528 -0.4650
-0.9498 2.0181 0.6583
0.4962 -1.1371 -1.7006
-0.9147 0.5326 0.6878
1.1887 -0.6581 1.7423
-0.3840 1.3778 -1.8388
-0.1812 1.0552 1.4964

## Properties
* total charge: +1
* energy relative to the best compared isomer or geometry (same formula, charge and spin): 93.2 kcal per mole
* E_HOMO (spin up / spin down): -12.92 / -12.92 eV
* orbital gap (spin up / spin down): 5.47 / 5.48 eV
* lowest unoccupied orbital energy (spin up / spin down): -7.450 / -7.448 eV
* 2S+1: 1

Atomic partial charges in e from the Mulliken method, atoms 1 to 8:
1. C -0.11
2. C 0.76
3. C 0.29
4. C -0.57
5. C -1.23
6. C -0.69
7. C -0.58
8. N -0.13

Molecular formula: C7H10O
Method: DFT, the ωB97M-V functional and the def2-TZVPD basis

CARTESIAN COORDINATES (ANGSTROEM)
C: 0.347 -1.668 -0.929
C: 1.120 -0.437 -1.575
C: 0.076 0.445 -0.777
C: -0.528 1.474 0.239
C: -0.184 1.101 1.694
C: -1.018 -0.086 1.208
C: 0.016 -0.707 0.246
H: -0.574 -1.778 -1.510
H: 0.985 -2.601 -0.660
H: 2.124 -0.377 -1.085
H: 1.259 -0.324 -2.654
H: -0.725 0.512 -1.528
H: -0.606 2.506 -0.002
H: 0.874 1.029 1.991
H: -0.732 1.758 2.381
H: -1.575 -0.807 1.797
H: 0.932 -0.787 0.783
O: -1.790 0.746 0.381

Atomic forces in eV per Å
0.2909 -0.5234 -0.2327
1.6612 0.1397 1.8159
-0.0087 -0.1606 0.2881
1.0584 1.1327 -0.3476
-0.0144 0.5515 -0.1198
0.0406 -2.8993 0.6076
-0.2293 -0.0902 -1.5863
0.3212 -0.9107 -0.1299
-1.4575 1.3895 -0.7856
-0.5583 -0.1353 -0.4941
-0.4484 -0.0136 0.2247
-0.3181 -0.8763 0.4602
-0.3826 0.8042 -0.4844
-0.4425 -0.3084 -0.1587
0.0806 -0.2755 -0.1747
-0.2136 0.3401 0.4553
1.0336 0.5962 0.5748
-0.4131 1.2394 0.0872

## Properties
* energy relative to the best compared isomer or geometry (same formula, charge and spin): 109.9 kcal per mole
* E_HOMO: -9.01 eV
* orbital gap: 10.13 eV
* lowest unoccupied orbital energy: 1.124 eV
* 2S+1: 1

Atomic partial charges in e from the Mulliken method, atoms 1 to 8:
1. C -0.62
2. C -0.70
3. C -0.18
4. C -0.19
5. C -0.69
6. C -0.15
7. C -0.24
8. H 0.31

Molecular formula: C7H10O
Method: DFT, the ωB97M-V functional and the def2-TZVPD basis

CARTESIAN COORDINATES (ANGSTROEM)
O: -1.148 -1.416 1.049
C: -0.235 -0.478 1.455
C: 1.108 -0.161 0.805
C: 1.413 -0.418 -0.648
C: 0.527 0.499 -1.476
C: -0.920 0.200 -1.538
C: -0.502 1.157 -0.537
C: -0.022 0.886 0.838
H: -2.027 -1.150 1.276
H: -0.196 -0.452 2.516
H: 1.968 -0.205 1.449
H: 2.519 -0.312 -0.876
H: 1.276 -1.482 -0.926
H: 0.923 1.074 -2.303
H: -1.433 0.580 -2.447
H: -1.336 -0.792 -1.209
H: -0.839 2.179 -0.695
H: 0.118 1.773 1.429

Atomic forces in eV per Å
0.4217 -1.1038 -1.2639
0.8330 1.2843 0.2561
-1.1288 -0.2859 -0.1820
1.1281 -1.0141 -1.0387
0.0398 0.3454 -0.3581
-2.0244 -2.6929 -1.1456
1.2239 1.9413 -0.1135
0.1598 -0.9151 0.7782
-0.7264 0.4149 0.2267
0.4589 0.0233 0.9802
0.0053 0.3895 0.4411
-1.2336 0.4966 0.4177
-0.3526 0.3696 0.1195
0.2000 -0.1655 0.0212
0.2493 -0.1051 0.9034
0.7633 1.0051 -0.4879
0.3132 -0.0561 -0.0283
-0.3307 0.0685 0.4738

## Properties
* energy relative to the best compared isomer or geometry (same formula, charge and spin): 56.4 kcal per mole
* E_HOMO: -8.76 eV
* orbital gap: 9.67 eV
* lowest unoccupied orbital energy: 0.907 eV
* SMILES: O[C@H]1[C@H]2C[C@H]3C[C@H]3[C@@H]12
* 2S+1: 1

Atomic partial charges in e from the Mulliken method, atoms 1 to 8:
1. O -0.53
2. C -0.47
3. C -0.15
4. C -0.86
5. C -0.17
6. C -0.60
7. C -0.31
8. C -0.35

Molecular formula: C7H10O
Method: DFT, the ωB97M-V functional and the def2-TZVPD basis

CARTESIAN COORDINATES (ANGSTROEM)
C: 1.821 1.091 1.292
C: 0.826 0.110 1.402
C: 0.030 -0.359 0.246
C: 0.256 -1.493 -0.622
C: -1.351 -0.081 -1.081
C: -1.420 -0.092 0.355
C: -0.147 0.828 -0.853
H: 2.133 1.569 2.478
H: 2.252 1.219 -0.009
H: 0.639 -0.254 2.715
H: 1.255 -1.745 -1.033
H: -0.110 -2.713 -0.445
H: -2.159 0.200 -1.678
H: -2.388 -0.823 0.590
H: -1.456 1.081 0.600
H: -0.324 1.880 -0.691
H: 0.791 0.697 -1.584
O: -0.647 -1.117 -1.683

Atomic forces in eV per Å
-1.0124 -1.7391 0.2903
3.0542 1.3766 4.3373
1.7804 3.0441 3.2835
-0.5433 -5.7954 -2.3870
1.2632 3.1584 -3.5797
-5.3296 -0.7198 1.7848
3.7652 -1.0564 -2.9943
-0.1502 -1.2517 -4.4607
-1.1432 0.4119 4.7184
0.0576 0.9812 -4.5031
-0.2684 1.1295 0.3411
0.7808 3.4580 0.9057
-1.3402 0.3866 -1.0275
2.7285 1.6134 0.9282
-1.0884 -3.0798 0.5294
0.2280 0.0515 1.0528
-2.2816 0.5938 0.8462
-0.5007 -2.5627 -0.0655

## Properties
* energy relative to the best compared isomer or geometry (same formula, charge and spin): 196.9 kcal per mole
* E_HOMO: -8.89 eV
* orbital gap: 9.77 eV
* lowest unoccupied orbital energy: 0.883 eV
* 2S+1: 1

Atomic partial charges in e from the Mulliken method, atoms 1 to 8:
1. C -0.46
2. C -0.85
3. C 1.13
4. C -0.50
5. C -0.22
6. C -0.42
7. C -1.17
8. H 0.23

Molecular formula: C7H10O
Method: DFT, the ωB97M-V functional and the def2-TZVPD basis

CARTESIAN COORDINATES (ANGSTROEM)
O: -0.179 -0.907 1.352
C: -0.156 -0.616 -0.075
C: 1.156 -1.082 -0.595
C: 1.990 -0.145 -0.244
C: 1.357 1.183 0.348
C: -0.127 0.946 -0.185
C: -1.669 0.838 0.128
C: -1.696 -0.600 -0.546
H: 0.041 -1.935 1.372
H: 1.422 -2.123 -0.910
H: 3.140 -0.136 -0.093
H: 1.220 1.022 1.417
H: 2.008 2.003 0.024
H: -0.110 1.148 -1.197
H: -2.468 1.477 -0.182
H: -1.860 0.839 1.189
H: -2.322 -1.384 -0.125
H: -1.747 -0.529 -1.679

Atomic forces in eV per Å
0.5941 -3.7121 -0.4176
-1.8369 0.9114 -0.3206
-0.3751 -2.1732 -0.5031
3.3791 2.8406 1.7254
-1.3646 -1.8337 -0.4871
0.4221 -1.8662 0.8559
-0.4083 -0.4518 0.7263
2.1752 0.9062 -0.1572
-0.7357 3.2613 0.2780
-0.3111 1.1246 0.2344
-1.9966 -0.5493 -0.9066
0.9117 0.4570 0.2208
-0.7708 0.2837 0.3797
0.2190 0.3766 -2.3934
0.1518 1.1240 -1.0666
0.1704 -0.7634 0.5117
-0.0608 0.1291 -0.0797
-0.1635 -0.0647 1.3997

## Properties
* energy relative to the best compared isomer or geometry (same formula, charge and spin): 83.5 kcal per mole
* E_HOMO: -9.51 eV
* orbital gap: 10.44 eV
* lowest unoccupied orbital energy: 0.928 eV
* SMILES: O[C@]12C=CC[C@@H]1CC2
* 2S+1: 1

Atomic partial charges in e from the Mulliken method, atoms 1 to 8:
1. O -0.52
2. C 0.59
3. C -0.95
4. C -0.03
5. C -0.89
6. C -0.13
7. C -0.89
8. C -0.44